1.
A molecular structure, C43H38BrF4N2O2PPt at a distorted geometry. Source: the Open Molecules 2025 dataset; level of theory: ωB97M-V/def2-TZVPD.

The geometry in XYZ format:
```
92
Properties=species:S:1:pos:R:3:forces:R:3
Pt -1.19383 -0.58128 0.08159 -1.4 0.5 -1.4
F -4.42092 5.34112 0.40807 0.0 0.0 0.0
C -3.42686 4.47302 0.23642 -0.1 0.2 0.1
C -2.14687 4.78722 0.62772 0.1 0.1 0.1
F -1.90510 5.98052 1.16692 0.0 0.0 0.0
C -1.11328 3.87966 0.44642 0.0 0.0 -0.1
F 0.09234 4.36010 0.77804 0.0 -0.1 0.0
C -1.29882 2.60628 -0.08512 0.0 0.0 -0.1
P 0.19220 1.27431 -0.35861 0.7 -1.2 0.4
C 1.15130 1.93245 1.04981 -0.1 0.0 0.0
C 2.48631 2.30261 0.95088 0.0 0.2 0.0
C 3.19183 2.68259 2.08241 0.0 0.0 0.0
C 2.57605 2.67249 3.32734 0.0 0.0 0.0
C 1.24302 2.29873 3.43198 0.0 0.0 -0.1
C 0.53214 1.93867 2.29451 0.1 0.0 0.1
C 0.50954 1.92197 -2.02418 0.0 0.2 0.0
C 1.06924 3.18378 -2.19641 0.0 0.1 0.0
C 1.32423 3.66132 -3.47615 0.0 0.0 0.1
C 1.00365 2.89036 -4.58380 0.0 -0.1 0.0
C 0.44004 1.63234 -4.41140 0.0 0.0 0.1
C 0.20652 1.14087 -3.13397 0.0 0.0 0.0
C -2.60836 2.36434 -0.50677 0.2 0.3 0.1
Br -3.03819 0.77622 -1.41704 0.3 -0.3 0.1
C -3.65226 3.25511 -0.36251 -0.1 -0.1 -0.1
F -4.88457 2.97665 -0.79683 0.1 -0.1 0.0
H 2.98327 2.28257 -0.01078 0.0 0.0 0.0
H 4.23011 2.97695 1.99096 0.0 0.0 0.0
H 3.13577 2.94909 4.21344 0.0 0.0 0.0
H 0.75675 2.28251 4.39911 0.0 0.0 0.0
H -0.51073 1.64800 2.38667 0.1 0.0 0.0
H 1.32132 3.79281 -1.33395 0.0 0.0 -0.1
H 1.76743 4.64082 -3.60457 0.0 0.0 0.0
H 1.20364 3.26437 -5.58062 0.0 0.0 0.0
H 0.18902 1.02682 -5.27324 0.0 0.0 0.0
H -0.19497 0.14417 -2.99583 0.0 0.0 0.0
C -5.30796 -4.38164 -0.93615 0.0 0.0 0.0
C -4.76343 -2.99333 -1.28874 -0.1 0.0 0.2
C -5.08868 -1.94168 -0.24508 -0.1 -0.1 -0.1
C -6.39413 -1.44949 -0.17859 0.0 0.0 0.0
C -6.74028 -0.44390 0.70229 0.1 0.0 0.0
C -5.76936 0.10300 1.53466 -0.2 0.0 -0.1
C -4.46548 -0.35929 1.50776 0.1 0.0 0.2
C -3.44356 0.24078 2.44987 -0.2 -0.3 0.0
C -3.22015 -0.60944 3.70260 0.0 0.0 0.0
C -4.14057 -1.40360 0.62683 0.2 -0.1 0.2
N -2.78201 -1.84320 0.56622 0.0 0.2 0.1
C -2.43848 -3.07219 0.79316 -0.1 -0.2 0.2
C -1.10912 -3.41497 0.55428 -0.1 0.0 -0.1
C -0.36703 -4.57800 0.72066 0.3 -0.2 -0.1
C 0.91580 -4.28844 0.25108 -0.1 0.0 0.0
C 0.90289 -2.95546 -0.17428 -0.3 -0.1 -0.2
N -0.32005 -2.42817 -0.01674 0.7 0.4 0.7
H -5.13035 -5.08860 -1.74832 0.0 0.0 0.0
H -6.38294 -4.34171 -0.74969 0.0 0.0 0.0
H -4.83436 -4.77854 -0.03539 0.0 0.0 0.0
H -5.20545 -2.67261 -2.23551 0.0 0.0 0.0
H -3.68681 -3.05000 -1.44730 0.0 0.0 0.0
H -7.14020 -1.85649 -0.85464 0.0 0.0 0.0
H -7.75671 -0.07192 0.73307 0.0 0.0 0.0
H -6.02780 0.91023 2.21222 0.0 0.0 0.0
H -3.76644 1.24422 2.73067 0.0 0.0 0.0
H -2.48727 0.34051 1.93284 0.2 0.1 -0.1
H -4.14857 -0.71299 4.26745 0.0 0.0 0.0
H -2.46930 -0.15638 4.35352 0.0 0.0 0.0
H -2.87056 -1.60885 3.43581 0.0 0.0 0.0
H -3.15522 -3.79871 1.16848 0.0 0.1 -0.1
H -0.73088 -5.51151 1.12469 0.0 0.0 0.0
H 1.76679 -4.95003 0.21728 0.0 0.0 0.0
H 1.70488 -2.39958 -0.62032 0.0 -0.1 0.0
C 8.11878 -1.18992 -1.28747 -0.1 0.0 0.0
C 6.65707 -1.04990 -0.94600 0.1 0.0 -0.1
C 5.70340 -0.85553 -1.93153 0.0 0.0 -0.1
C 4.34851 -0.71750 -1.63843 0.0 0.0 -0.1
C 3.41187 -0.55087 -2.81846 0.1 0.0 0.1
C 3.93204 -0.76704 -0.29557 0.0 0.1 0.1
C 4.88352 -1.02319 0.72007 0.0 0.0 0.1
C 4.55910 -1.16696 2.19454 0.0 0.1 -0.2
C 6.22349 -1.14948 0.36554 -0.1 0.0 0.1
C 2.50346 -0.45355 0.09656 0.2 0.4 -0.4
O 1.83312 0.22702 -0.80504 0.0 0.0 0.2
O 2.05184 -0.76960 1.17704 -0.1 -0.1 0.5
H 8.33401 -0.77651 -2.27287 0.0 0.0 0.0
H 8.41658 -2.24137 -1.29713 0.0 0.0 0.0
H 8.74541 -0.67912 -0.55535 0.0 0.0 0.0
H 6.01764 -0.81216 -2.97094 0.0 0.0 0.1
H 3.91309 -0.89774 -3.72326 0.0 0.0 0.0
H 3.12677 0.49342 -2.96066 0.0 0.0 0.0
H 2.48533 -1.10787 -2.69330 0.0 0.0 0.0
H 4.04622 -0.28953 2.58727 0.0 0.0 0.0
H 5.48603 -1.32003 2.75269 -0.1 0.0 0.0
H 3.89356 -2.00891 2.37520 0.0 0.0 0.0
H 6.95103 -1.33126 1.15193 0.0 0.0 0.0
```
Forces are in eV/Å.

The value obtained for the molar mass is 996.7 g/mol. The LUMO energy is -1.121 eV.

Löwdin atomic charge list, values in e, 4 entries: atom 1 (Pt): 0.857, atom 2 (F): 0.136, atom 3 (C): -0.142, atom 4 (C): -0.133

***

2.
A molecular structure, C43H38N15OPd. Source: the Open Molecules 2025 dataset; level of theory: ωB97M-V/def2-TZVPD.

The geometry in XYZ format:
```
98
Properties=species:S:1:pos:R:3:forces:R:3
Pd -0.34075 0.12229 0.39347 0.3 0.0 -0.1
C -0.62897 1.29588 5.42274 0.0 0.0 0.0
C -0.60438 0.43223 4.31554 0.0 0.0 0.0
N -0.00196 0.71253 3.17343 0.0 0.0 0.0
C 0.59665 1.91003 3.05578 0.0 0.0 0.0
C 0.63181 2.85005 4.10599 0.0 0.0 0.0
C -0.00473 2.50852 5.31969 0.0 0.0 0.0
C 1.29768 4.09021 3.92885 0.0 0.0 0.0
C 1.90751 4.41638 2.73800 0.0 0.0 0.0
C 1.90500 3.50005 1.69470 0.0 0.0 0.0
C 1.30124 2.22958 1.82924 0.0 -0.1 0.0
N 1.32699 1.35353 0.78542 -0.1 0.1 0.0
C 2.39852 1.34960 -0.01089 0.1 0.0 0.1
C 3.68964 1.71272 0.49811 0.0 0.0 0.0
C 4.79807 1.76471 -0.31444 0.0 0.0 0.0
C 4.67263 1.44930 -1.66265 0.0 0.0 0.0
C 3.44387 1.03106 -2.22031 0.0 0.0 0.0
C 3.31046 0.72132 -3.59036 0.0 0.0 0.0
C 2.07984 0.35182 -4.06884 0.0 0.0 0.0
C 1.00528 0.28903 -3.17229 0.0 0.0 0.0
N 1.10483 0.57322 -1.88056 0.0 0.0 0.0
C 2.29466 0.93326 -1.40642 0.0 0.0 0.0
H -1.12808 0.99150 6.33194 0.0 0.0 0.0
H -1.09308 -0.53467 4.37404 0.0 0.0 0.0
H 0.01207 3.20385 6.14988 0.0 0.0 0.0
H 1.29416 4.80166 4.74663 0.0 0.0 0.0
H 2.35376 5.39121 2.59953 0.0 0.0 0.0
H 2.27529 3.79320 0.72032 0.0 0.0 0.0
H 3.79935 1.84193 1.56710 0.0 0.0 0.0
H 5.76648 2.00895 0.09922 0.0 0.0 0.0
H 5.54513 1.49319 -2.30549 0.0 0.0 0.0
H 4.17044 0.79046 -4.24506 0.0 0.0 0.0
H 1.92771 0.11625 -5.11266 0.0 0.0 0.0
H 0.01810 0.00377 -3.51794 0.0 0.0 0.0
C -4.06279 -3.93444 -0.48113 0.0 0.0 0.0
N -3.42168 -2.62296 -0.28365 0.0 0.0 0.0
C -2.13551 -2.31626 -0.27848 0.1 0.0 -0.1
N -1.99324 -1.03322 0.06123 -0.1 0.0 0.2
C -3.28057 -0.61975 0.27214 0.0 0.0 0.0
N -4.16055 -1.55787 0.07510 0.0 0.0 0.0
C -4.41463 -4.55300 0.84789 0.0 0.0 0.0
C -5.72056 -4.90158 1.15951 0.0 0.0 0.0
C -6.01306 -5.45948 2.39968 0.0 0.0 0.0
C -5.01427 -5.64873 3.33899 0.0 0.0 0.0
C -3.70407 -5.29200 3.02613 0.0 0.0 0.0
C -3.40918 -4.76034 1.77905 0.0 0.0 0.0
C -2.63085 -5.45181 4.00199 0.0 0.0 0.0
N -2.67265 -5.88225 5.21191 0.0 0.0 0.0
N -1.37761 -5.80141 5.70421 0.0 0.0 0.0
C -0.65485 -5.33170 4.75195 0.0 0.0 0.0
O -1.37718 -5.07506 3.63082 0.0 0.0 0.0
C 0.77413 -5.03355 4.72968 0.0 0.0 0.0
C 1.57262 -5.33915 5.82579 0.0 0.0 0.0
C 2.92644 -5.04453 5.78356 0.0 0.0 0.0
C 3.47982 -4.44149 4.66352 0.0 0.0 0.0
C 2.68143 -4.13959 3.56506 0.0 0.0 0.0
C 3.32837 -3.52270 2.34609 0.0 0.0 0.0
N 2.36898 -2.83057 1.47526 0.0 0.0 0.0
C 1.59564 -1.79447 1.76432 -0.1 -0.1 0.0
N 0.84760 -1.50618 0.70075 0.0 0.0 0.0
C 1.22940 -2.43008 -0.23000 0.0 0.0 0.0
N 2.14218 -3.24990 0.21552 0.0 0.0 0.0
C 1.33092 -4.44263 3.59830 0.0 0.0 0.0
H -3.35856 -4.54507 -1.04658 0.0 0.0 0.0
H -4.94474 -3.76343 -1.09349 0.0 0.0 0.0
H -1.35606 -3.01327 -0.53178 0.0 0.0 0.0
H -3.56056 0.37438 0.56944 0.0 0.0 0.0
H -6.51324 -4.74384 0.43871 0.0 0.0 0.0
H -7.03055 -5.73979 2.63431 0.0 0.0 0.0
H -5.23393 -6.07093 4.31034 0.0 0.0 0.0
H -2.38087 -4.51019 1.54304 0.0 0.0 0.0
H 1.12856 -5.80695 6.69408 0.0 0.0 0.0
H 3.55578 -5.28581 6.62905 0.0 0.0 0.0
H 4.53957 -4.21558 4.64481 0.0 0.0 0.0
H 3.80291 -4.26906 1.71060 0.0 0.0 0.0
H 4.08957 -2.80126 2.64350 0.0 0.0 0.0
H 1.55576 -1.29796 2.71839 0.0 0.0 0.0
H 0.84320 -2.47115 -1.23505 0.0 0.0 0.0
H 0.69474 -4.25097 2.74330 0.0 0.0 0.0
C -6.03953 2.49487 -0.81253 0.0 0.0 0.0
C -5.48313 3.47048 0.21831 0.0 0.0 0.0
C -5.36498 2.84199 1.60282 0.0 0.0 0.0
C -4.16758 4.09904 -0.23902 0.0 0.0 0.0
N -3.08341 3.10831 -0.38921 0.1 0.0 -0.1
C -2.24998 2.59166 0.50322 0.2 0.3 0.0
N -1.44247 1.76306 -0.13332 -0.5 -0.3 0.0
N -1.82579 1.76929 -1.43530 0.1 0.0 0.0
N -2.79458 2.57456 -1.59054 -0.1 0.1 0.1
H -6.97232 2.06097 -0.45516 0.0 0.0 0.0
H -5.34853 1.66820 -1.00255 0.0 0.0 0.0
H -6.24050 2.98730 -1.76379 0.0 0.0 0.0
H -6.16381 4.32292 0.29711 0.0 0.0 0.0
H -4.73425 1.94563 1.59380 0.0 0.0 0.0
H -6.34433 2.52416 1.95688 0.0 0.0 0.0
H -4.96199 3.54354 2.33721 0.0 0.0 0.0
H -3.81546 4.84713 0.47062 0.0 0.0 0.0
H -4.26021 4.56191 -1.21944 0.0 0.0 0.0
H -2.20623 2.87288 1.54202 -0.1 -0.1 0.0
```
Forces are in eV/Å.

The value obtained for the molar mass is 887.3 g/mol. The LUMO energy (spin up / spin down) is -11.288 / -11.253 eV. Its total charge is +3.

Löwdin atomic charge list, values in e, 4 entries: atom 1 (Pd): 0.991, atom 2 (C): 0.005, atom 3 (C): -0.076, atom 4 (N): 0.086

***

3.
A molecular structure, C43H38N5OPSTi at a distorted geometry. Source: the Open Molecules 2025 dataset; level of theory: ωB97M-V/def2-TZVPD.

The geometry in XYZ format:
```
90
Properties=species:S:1:pos:R:3:forces:R:3
Ti 0.19429 -0.39299 -0.05331 -0.5 -2.1 -1.0
O 0.32870 0.16925 1.69875 0.4 0.7 1.3
N 0.91352 0.65589 2.79272 0.1 0.0 -0.3
C 0.64882 -0.04902 3.91329 0.0 -0.2 0.3
C 1.11662 0.31539 5.13159 0.0 0.0 0.1
C 1.92563 1.47163 5.19436 -0.1 -0.2 0.4
C 2.23041 2.13786 4.06320 0.1 0.2 -0.6
C 1.77029 1.74217 2.74810 0.0 0.0 0.5
S 2.24879 2.51406 1.36714 0.0 0.0 -0.2
H 0.05143 -0.92884 3.74451 -0.1 0.0 -0.1
H 0.87522 -0.28069 5.99852 0.0 0.0 0.0
H 2.31564 1.81592 6.14547 0.0 0.0 0.0
H 2.87118 3.00745 4.08178 0.0 0.0 -0.1
C -3.27832 -2.27573 -1.71100 -0.1 0.1 0.0
C -3.88184 -0.99542 -2.22899 0.0 -0.2 -0.1
C -4.55825 -0.98413 -3.44823 0.1 -0.1 0.1
C -5.08949 0.18758 -3.97000 0.0 0.0 0.0
C -4.93777 1.37489 -3.27482 0.1 0.1 0.2
C -4.27638 1.37573 -2.04823 -0.1 0.1 -0.2
C -3.76190 0.20394 -1.50960 0.1 0.0 0.2
P -2.88190 0.22685 0.12626 -0.5 0.2 0.0
C -4.21203 -0.50505 1.20415 0.2 -0.1 -0.1
C -5.45838 -0.89543 0.72325 -0.2 0.0 0.0
C -6.41237 -1.48052 1.55376 0.1 0.1 -0.1
C -6.12684 -1.68271 2.89202 0.0 0.0 0.0
C -4.89248 -1.28750 3.38702 0.1 0.1 0.0
C -3.93114 -0.70136 2.56700 0.0 0.0 0.1
C -2.60560 -0.29674 3.14156 0.0 0.0 0.0
C -2.91655 1.94741 0.63983 0.1 0.0 0.0
C -3.97063 2.51288 1.36277 0.0 0.1 0.0
C -3.92331 3.80262 1.86204 0.1 -0.1 -0.1
C -2.73657 4.54260 1.64356 0.0 0.0 0.0
C -1.69216 4.03518 0.92491 0.0 -0.1 0.0
C -1.73438 2.72348 0.31567 0.1 0.0 0.1
C -0.71103 2.27295 -0.49480 -0.4 -0.1 0.1
H -3.37036 -3.07599 -2.44637 0.0 0.0 0.0
H -3.76729 -2.60626 -0.78990 0.0 0.0 0.0
H -2.22061 -2.14625 -1.46533 0.0 0.0 0.0
H -4.65139 -1.91284 -4.00218 0.0 0.0 0.0
H -5.60802 0.17049 -4.92271 0.0 0.0 0.0
H -5.32534 2.30286 -3.67878 0.0 0.0 0.0
H -4.14313 2.30194 -1.50030 0.0 0.0 0.0
H -5.70405 -0.73880 -0.32044 0.0 0.0 0.0
H -7.37136 -1.77641 1.14447 0.0 0.0 0.0
H -6.85685 -2.14194 3.54931 0.0 0.0 0.0
H -4.66058 -1.43459 4.43706 0.0 0.0 0.0
H -2.55939 -0.51019 4.21082 0.0 0.0 0.0
H -2.41034 0.76697 2.98368 0.0 0.0 0.0
H -1.80398 -0.83421 2.63262 0.1 0.0 0.0
H -4.85629 1.91563 1.55826 0.0 0.0 0.0
H -4.74910 4.21226 2.43109 0.0 0.0 0.0
H -2.64922 5.54112 2.06362 0.0 0.0 0.0
H -0.79080 4.62213 0.78287 0.0 0.0 0.0
H 0.15086 2.88409 -0.71715 0.0 -0.1 0.1
H -0.83871 1.38021 -1.08167 -0.3 0.2 -0.5
C 5.06392 -1.54618 2.53163 0.0 0.0 -0.1
C 5.41941 -0.92419 1.33609 -0.1 0.0 0.0
C 4.48220 -0.63452 0.35743 0.1 0.0 0.1
C 3.12118 -0.95113 0.54844 -0.1 -0.1 0.0
C 2.77685 -1.61765 1.74546 0.1 0.0 0.0
C 3.72734 -1.89384 2.71333 0.0 0.0 -0.1
N 2.14894 -0.64898 -0.36345 0.3 0.4 -0.5
N 2.62954 -0.33942 -1.64733 0.3 -0.1 0.5
C 1.68886 -0.18394 -2.51311 -0.3 0.1 -0.3
C 2.03394 0.07557 -3.90203 0.0 -0.1 0.2
C 1.07057 0.18026 -4.83599 -0.3 0.0 -0.1
C -0.31043 0.05168 -4.45760 0.3 0.0 -0.2
C -0.58989 -0.14827 -3.14447 0.1 -0.1 0.4
N 0.33518 -0.26619 -2.15736 0.5 0.4 -0.3
H 5.80480 -1.76167 3.29263 0.0 0.0 0.0
H 6.45564 -0.64496 1.16744 0.0 0.0 0.0
H 4.76264 -0.13938 -0.56027 0.0 0.0 0.0
H 1.74924 -1.92836 1.87958 0.0 0.0 0.0
H 3.42266 -2.40544 3.62180 0.0 0.0 0.0
H 3.08745 0.16041 -4.13539 0.0 0.0 0.0
H 1.33550 0.36680 -5.87278 0.0 0.0 0.0
H -1.11632 0.14216 -5.17227 0.0 0.0 0.0
H -1.62191 -0.21066 -2.82848 0.0 0.0 0.1
N -0.29125 -2.06997 0.07806 -0.5 0.4 0.6
C -0.68621 -3.33093 0.41052 0.3 0.3 -0.2
C 0.06381 -4.45553 0.00387 0.1 -0.2 0.0
C -0.33652 -5.74640 0.31125 0.0 0.1 0.0
C -1.50289 -5.98773 1.03490 0.0 0.1 0.0
C -2.25644 -4.89316 1.44826 0.1 0.1 0.0
C -1.85793 -3.59606 1.15034 -0.1 -0.1 0.0
H 0.97184 -4.27193 -0.55684 0.0 0.0 0.0
H 0.27190 -6.58125 -0.02077 0.0 0.0 0.0
H -1.81524 -6.99883 1.26747 0.0 0.0 0.0
H -3.17300 -5.04723 2.00867 0.0 0.0 0.0
H -2.46357 -2.75516 1.46476 0.0 0.0 0.0
```
Forces are in eV/Å.

The value obtained for the molar mass is 751.7 g/mol. The LUMO energy is 4.345 eV. Its total charge is -2.

Löwdin atomic charge list, values in e, 4 entries: atom 1 (Ti): 0.897, atom 2 (O): -0.304, atom 3 (N): -0.134, atom 4 (C): -0.061

***

Q: Which of these has the lowest molar mass?
A: C43H38N5OPSTi

***

Q: The lowest molar mass belongs to which entry?
A: C43H38N5OPSTi

***

Q: molar mass of number 1 (C43H38BrF4N2O2PPt)?
A: 996.7 g/mol

***

Q: The lowest molar mass belongs to which entry?
A: C43H38N5OPSTi